Entry 1:
Entry from OMol25: C19H20N5O2RuS as an isolated structure at a distorted geometry (wB97M-V/def2-TZVPD).

Geometry as XYZ:
```
48
C19H20N5O2RuS | OMol25 | wB97M-V/def2-TZVPD
C 1.886 -1.358 -0.739
C -0.731 2.221 -0.030
N -0.541 0.612 -2.000
C -0.611 4.352 1.056
C 3.151 -1.876 -0.547
H 1.526 -1.190 -1.747
H 0.103 3.201 -4.043
Ru -0.840 0.191 -0.058
N 1.058 -1.070 0.271
H 6.292 -3.490 2.258
C -0.421 2.825 -1.274
H 3.766 -2.090 -1.408
C -4.195 -1.759 3.695
H 0.001 4.691 -2.263
H 4.887 -2.841 3.002
N -2.943 -1.121 -0.228
C -2.616 -0.851 2.134
S 5.861 -3.154 -0.406
N 5.388 -3.043 2.148
H -4.167 -2.787 3.325
C 3.613 -2.128 0.750
O -2.991 -1.052 3.354
H -0.684 4.952 1.952
H 3.020 -1.916 2.836
H -0.186 6.030 -0.209
O -1.552 -0.238 1.921
H -4.264 -1.769 1.270
H -2.889 -2.025 -0.712
C -0.554 -0.372 -2.902
C -0.332 1.893 -2.391
C -0.304 -0.148 -4.243
C -0.822 2.974 1.124
H 0.163 1.360 -5.699
H -5.079 -1.232 3.330
H -1.050 2.516 2.083
C 1.498 -1.266 1.517
H -3.631 -0.540 -0.729
H -0.765 -1.374 -2.529
C -0.047 1.156 -4.660
C 2.754 -1.787 1.799
C 4.937 -2.759 0.942
C -0.073 2.185 -3.733
H 0.817 -1.015 2.326
N -3.363 -1.330 1.105
C -0.322 4.957 -0.163
H -4.217 -1.773 4.785
H -0.309 -0.966 -4.945
C -0.222 4.205 -1.324
```

Calculated values
Max |F| ... 0.061 hartree/bohr
Net charge ... +3
Spin multiplicity ... 1
Electronic energy ... -1652.2713 hartree
HOMO level (alpha / beta) ... -15.470 / -15.463 eV

=====

Entry 2:
Entry from OMol25: a 2-piece molecular cluster, C3H4NO2 overall at a distorted geometry (wB97M-V/def2-TZVPD).

Geometry as XYZ:
```
10
C3H4NO2 | OMol25 | wB97M-V/def2-TZVPD
C -1.499 1.268 -1.176
C 0.649 -1.056 1.084
H 1.227 -2.025 1.178
N 1.432 0.147 1.165
H 1.394 -0.284 -0.977
H -0.229 -1.124 1.678
H -0.239 0.541 -0.343
O -2.111 1.909 -0.401
O -1.460 0.676 -2.159
C 0.836 -0.052 -0.049
```

Calculated values
Energy relative to the best compared isomer or geometry (same formula, charge and spin) ... 84.1 kcal/mol
Max |F| ... 0.079 hartree/bohr
Net charge ... -1
Spin multiplicity ... 1
Electronic energy ... -321.8786 hartree
HOMO level (alpha / beta) ... -2.133 / -2.136 eV

=====

Entry 3:
Entry from OMol25: a 8-piece molecular cluster, C20H60N6O11 overall at a distorted geometry (wB97M-V/def2-TZVPD).

Geometry as XYZ:
```
97
C20H60N6O11 | OMol25 | wB97M-V/def2-TZVPD
H 0.934 1.804 -0.975
O -1.660 -1.235 2.741
H -3.718 4.112 -4.792
H 2.101 -0.813 1.722
H -3.289 3.224 4.663
H -1.879 4.348 4.588
C -0.988 -2.647 -3.985
H -4.061 1.961 1.330
C -1.697 2.848 2.454
C 2.206 -3.874 1.740
O -1.401 3.567 -1.896
C 2.806 -6.164 1.952
C -1.119 -0.168 -4.788
H -0.748 -3.175 -4.916
H -1.995 -1.885 2.088
H 1.809 -6.391 1.561
H -3.600 2.053 -4.019
C -1.920 2.195 1.090
H -0.386 -0.202 4.871
H -0.055 -1.040 -1.876
H -0.222 0.144 -4.257
N 1.964 -1.503 0.985
H -3.864 2.971 -2.513
C 2.736 1.829 -0.157
H 3.445 -6.872 1.409
H 2.862 3.660 -1.222
C -2.842 4.073 4.142
H 2.046 -2.542 -2.678
O 0.926 0.373 3.399
H -1.319 -1.617 -0.917
H 1.721 -3.812 2.720
C 2.914 -2.589 1.363
H -0.766 -0.012 -0.762
H 4.666 -1.437 2.018
O 3.262 -4.857 1.819
H -3.185 -1.960 -2.851
H -3.434 1.014 -0.025
H 1.334 5.620 -0.489
H 0.152 -2.227 2.439
H 4.140 0.201 -0.227
H 4.852 1.846 0.174
H 1.521 -3.744 -3.860
O -2.103 -2.713 0.366
H -0.093 5.165 0.321
H -0.755 3.412 2.355
N -0.776 1.333 0.797
C -1.898 2.498 -2.692
O -2.686 3.797 2.771
H -2.656 -1.557 -4.924
H 4.419 1.338 -1.475
O -3.118 4.088 -4.046
C 1.183 -3.100 -3.045
H -0.776 -0.255 -5.823
H 1.404 -4.121 1.041
C -1.826 -1.423 -4.215
H 2.403 -1.018 0.204
O 1.258 3.625 0.095
H 0.058 1.912 0.805
H -3.475 4.952 4.258
N -2.652 -1.105 -3.014
O 0.191 -2.142 -3.359
H -1.925 1.548 -2.147
H 2.484 1.582 0.882
C -0.389 -1.662 3.198
H 1.381 5.451 1.235
H -2.027 4.288 -2.036
H -1.491 -3.440 -3.420
O -2.016 -4.817 -0.125
H -1.487 2.085 3.215
H -3.081 0.522 1.637
C 3.897 -2.084 2.437
C 4.142 1.273 -0.419
H 3.320 3.868 0.454
N -2.017 -3.915 0.727
C -3.205 1.384 0.975
C 2.594 3.362 -0.193
N -0.512 -0.991 -0.958
C 0.981 4.983 0.332
H 2.892 -6.464 3.006
H 3.368 -1.558 3.237
O -1.904 -4.186 1.937
H 4.359 -2.940 2.932
H -1.118 2.241 -3.422
H -1.977 3.032 0.390
H -3.413 -0.506 -3.329
H -0.700 0.734 1.621
H -0.634 -2.559 3.798
H 2.084 1.348 -1.943
H 3.468 -2.782 0.440
C 0.265 -0.682 4.142
H -1.931 0.555 -4.877
N 1.720 1.152 -1.005
H 1.576 0.781 3.978
H 0.920 -3.783 -2.230
H 1.047 -1.247 4.660
H 0.177 -1.182 -0.223
C -3.201 2.846 -3.386
```

Calculated values
Energy relative to the best compared isomer or geometry (same formula, charge and spin) ... 17.0 kcal/mol
Max |F| ... 0.063 hartree/bohr
Net charge ... 0
Spin multiplicity ... 1
Electronic energy ... -1953.9358 hartree
HOMO level ... -8.199 eV